Entry from the Open Molecules 2025 dataset: a 3-piece molecular cluster, C20H36NO8 overall (ωB97M-V with the def2-TZVPD basis set).

Structure (XYZ):
```
65
C20H36NO8 (ωB97M-V with the def2-TZVPD basis set)
O 3.71176 2.17233 -3.57434
N 4.10544 2.94377 -2.76584
O 4.55899 2.29815 -1.62968
C 5.96471 1.94682 -1.84259
C 6.69661 1.44558 -0.54193
C 7.41603 0.14734 -0.95433
C 8.52589 0.31744 -1.92740
C 9.25729 -0.84154 -2.38586
C 8.85782 -2.14721 -1.87672
C 7.77706 -2.36617 -0.94086
C 7.05151 -1.18300 -0.47487
H 6.53320 2.83434 -2.25320
H 6.01570 1.16659 -2.66043
H 5.98037 1.16072 0.27295
H 8.82078 1.32682 -2.29745
H 10.11155 -0.70681 -3.09231
H 9.43660 -3.02635 -2.24899
H 7.50087 -3.38836 -0.60885
H 6.20894 -1.27132 0.24725
C 1.14579 1.34031 -1.72422
O 0.23505 1.55074 -0.65700
C 0.88696 1.73993 0.59018
C 0.10160 2.70172 1.46488
O 0.18948 4.06941 1.06556
C -0.47355 4.43749 -0.13963
C -1.99119 4.43331 -0.04670
O -2.49827 3.10549 -0.03120
C -3.64611 2.96632 0.77644
H 1.61682 0.35770 -1.63172
H 0.58811 1.38311 -2.66019
H 1.91037 2.11788 -1.74616
H 1.90230 2.12713 0.44911
H 0.95342 0.76429 1.08526
H 0.53910 2.67101 2.46716
H -0.93893 2.39330 1.57334
H -0.11946 3.84101 -0.98075
H -0.15924 5.46657 -0.33668
H -2.40942 4.93457 -0.92842
H -2.29823 4.98198 0.85166
H -3.46501 3.35255 1.78553
H -3.87429 1.90165 0.85700
H -4.50029 3.47814 0.32027
C -4.11519 -1.11889 3.39698
O -4.62304 -1.51383 2.13776
C -3.60337 -1.69164 1.16239
C -3.97551 -2.80253 0.19646
O -3.86568 -4.11831 0.73932
C -4.82104 -4.49540 1.72576
C -6.22903 -4.70014 1.18960
O -6.84844 -3.45594 0.89220
C -7.70421 -3.52437 -0.22873
H -3.74788 -0.08865 3.35326
H -4.92654 -1.17823 4.12269
H -3.31173 -1.78692 3.72560
H -2.64348 -1.93022 1.63414
H -3.49634 -0.74890 0.61518
H -3.25982 -2.77606 -0.62995
H -4.95993 -2.64347 -0.24359
H -4.80778 -3.80510 2.56979
H -4.47204 -5.45873 2.10892
H -6.83898 -5.19647 1.95456
H -6.18585 -5.34028 0.30077
H -7.18328 -3.94589 -1.09494
H -8.01158 -2.50777 -0.47962
H -8.59542 -4.11700 0.00311
```

The multiplicity is 1. As for the charge: -1.

***

Entry from the Open Molecules 2025 dataset: C3H12N2O2 as an isolated structure (ωB97M-V with the def2-TZVPD basis set).

Structure (XYZ):
```
19
C3H12N2O2 (ωB97M-V with the def2-TZVPD basis set)
C 1.44986 0.09830 0.26044
C 2.92353 -0.21338 0.36585
O 0.93796 0.94212 1.18416
O 0.66533 -1.15391 0.77887
H 0.46503 -0.21365 1.55089
H -0.18927 -1.20341 0.23652
H 1.12539 0.27259 -0.77839
H 3.21191 -1.01064 -0.32003
H 3.48641 0.69173 0.13204
H 3.16187 -0.51011 1.38733
C -1.94502 0.42106 -0.91868
N -1.95850 1.14937 0.32744
N -1.67713 -1.00408 -0.62035
H -2.44668 2.03009 0.24019
H -2.40414 -1.34499 0.00338
H -1.70768 -1.56214 -1.46895
H -1.01481 1.31613 0.68005
H -2.91559 0.55476 -1.41136
H -1.16847 0.74018 -1.62939
```

The multiplicity is 1.

***

Entry from the Open Molecules 2025 dataset: an isolated ion of composition C6H8N and charge +1 (ωB97M-V with the def2-TZVPD basis set).

Structure (XYZ):
```
15
C6H8N (ωB97M-V with the def2-TZVPD basis set)
C -1.29979 -0.20861 0.83030
C -0.57295 0.76403 0.24715
C 0.50397 1.88185 0.32423
C 1.42125 0.88634 -0.53194
C 0.31558 -0.14265 -0.62234
N 0.07449 -1.51955 -0.69533
C -1.15475 -1.61874 0.08302
H -1.98833 0.08114 1.66661
H 0.70967 2.20244 1.32640
H 0.28887 2.73779 -0.29281
H 1.65389 1.24635 -1.58132
H 2.32935 0.28338 -0.20722
H 0.73303 -2.30980 -0.80987
H -1.03812 -2.42798 0.71593
H -1.97618 -1.85600 -0.45279
```

The multiplicity is 1. As for the charge: +1.

***

Entry from the Open Molecules 2025 dataset: one molecule with the formula C5H8N2O (ωB97M-V with the def2-TZVPD basis set).

Structure (XYZ):
```
16
C5H8N2O (ωB97M-V with the def2-TZVPD basis set)
C -1.64675 1.17247 2.47014
C -0.87550 1.03228 1.53491
C -0.32058 0.55621 0.32230
N 0.93445 0.72827 0.10206
N 1.26831 0.28013 -1.21932
C 2.76137 0.19958 -1.37617
O -1.10772 -0.18897 -0.47603
C -2.11436 -1.15905 0.18236
H -2.40476 1.40478 3.15024
H 0.77500 -0.57784 -1.47153
H 3.27318 -0.31415 -0.56519
H 3.06476 -0.27267 -2.31052
H 3.21393 1.28774 -1.48917
H -3.06629 -0.62751 0.41871
H -2.04681 -2.07178 -0.48913
H -1.70823 -1.44948 1.21631
```

The multiplicity is 1.

***

Calculated E_tot, -1440.0284, -381.4323, -287.7968, -379.9101 a.u. (same order as the records).